Density functional theory data (ωB97M-V/def2-TZVPD) for a structure of composition C6H8N2 in a non-equilibrium geometry.

The calculation puts the total energy at -9319.9452 eV. The value obtained for the max |F| is 7.12 eV/A. As for the net charge: 0. The orbital gap is 8.89 eV. The energy above the lowest of the compared OMol25 structures with the same formula, charge and spin comes out at 11.762 eV. As for the spin multiplicity: 1.

```
16
Properties=species:S:1:pos:R:3:lowdin_charge:R:1
C 0.6367 1.6622 -0.8911 -0.145
C 0.1069 1.3721 0.6143 -0.336
C 0.4970 -0.0967 1.1057 -0.254
C 1.2744 -1.1322 0.4216 -0.150
C 1.8430 -1.8969 -0.3572 0.090
C -2.2519 -1.2635 -0.1438 -0.013
H 0.4008 3.1067 -1.2205 0.150
H -0.1872 0.8548 -1.6426 0.117
H 2.1736 1.0401 -0.6579 0.192
H 0.3121 2.3393 1.2047 0.132
H 0.8838 -0.0361 2.1251 0.118
H 2.1271 -2.8256 -0.9979 0.077
H -2.4243 -1.7359 1.0576 0.143
H -2.9692 -1.6183 -1.0049 0.074
N -0.9207 0.3350 0.7882 -0.127
N -1.5019 -0.1050 -0.4012 -0.068
```